Computed, not measured: a structure of composition C32H52BiClP in a non-equilibrium geometry, with ωB97M-V/def2-TZVPD.

```
! RIJCOSX wB97M-V def2-TZVPD def2/J DEFGRID3
* xyz -1 1
Bi -1.99 0.03 1.56
P -0.50 -0.04 -1.21
Cl 1.82 0.29 1.79
C -1.05 0.80 3.47
H -0.10 1.35 3.57
H -1.88 1.19 4.12
C 0.83 -1.00 -2.11
C -0.33 1.75 -1.79
C 2.25 -0.46 -1.80
H 0.74 -2.00 -1.63
C 3.34 -1.44 -2.26
H 2.39 0.51 -2.31
H 2.34 -0.26 -0.72
C 3.20 -1.85 -3.72
H 4.32 -0.98 -2.09
H 3.30 -2.33 -1.62
C 1.78 -2.26 -4.09
H 3.52 -1.02 -4.37
H 3.88 -2.68 -3.93
C 0.71 -1.25 -3.62
H 1.69 -2.40 -5.17
H 1.56 -3.23 -3.63
H 0.83 -0.30 -4.17
H -0.29 -1.64 -3.88
C -2.14 -0.60 -1.97
C 0.18 2.04 -3.20
H -1.37 2.12 -1.72
C 0.04 3.54 -3.50
H 1.24 1.76 -3.29
H -0.37 1.48 -3.97
C 0.72 4.44 -2.45
H 0.45 3.77 -4.49
H -1.03 3.80 -3.53
C 0.40 4.03 -1.01
H 1.81 4.42 -2.61
H 0.41 5.48 -2.61
C 0.51 2.52 -0.77
H 1.07 4.56 -0.31
H -0.62 4.35 -0.76
H 1.57 2.21 -0.86
H 0.20 2.28 0.26
C -2.25 -2.14 -1.96
H -2.87 -0.22 -1.23
C -3.67 -2.60 -2.35
H -1.52 -2.58 -2.66
H -2.00 -2.53 -0.95
C -4.16 -1.98 -3.66
H -3.69 -3.69 -2.43
H -4.36 -2.32 -1.54
C -3.94 -0.45 -3.72
H -3.65 -2.45 -4.51
H -5.23 -2.18 -3.78
C -2.52 -0.02 -3.34
H -4.18 -0.08 -4.73
H -4.65 0.04 -3.04
H -1.82 -0.36 -4.11
H -2.47 1.07 -3.32
C -0.33 -1.56 2.16
C -0.84 -0.77 3.43
H 0.27 -1.57 1.24
C -1.89 -1.34 4.38
H 0.18 -1.04 3.71
C -1.85 -2.87 4.62
H -1.71 -0.79 5.36
H -2.90 -1.09 4.03
C -1.76 -3.56 3.25
H -0.97 -3.20 5.21
H -2.72 -3.26 5.20
C -0.50 -3.04 2.50
H -1.71 -4.66 3.40
H -2.68 -3.32 2.69
H 0.39 -3.20 3.19
H -0.31 -3.79 1.67
C 2.15 1.88 2.49
C 2.43 1.87 3.97
C 2.97 0.77 4.65
C 3.22 0.87 6.03
C 2.98 2.07 6.70
C 2.48 3.17 6.00
C 2.22 3.08 4.65
H 3.02 2.29 1.94
H 1.29 2.53 2.26
H 3.21 -0.15 4.11
H 3.61 0.01 6.57
H 3.19 2.15 7.77
H 2.29 4.13 6.52
H 1.86 3.93 4.07
*
```

## Properties
relative energy (zero: lowest compared OMol25 entry of this formula, charge and spin): 100.2 kcal per mole
LUMO energy: 2.74 eV
orbital gap: 3.93 eV
HOMO energy: -1.1935 eV



Computed, not measured: a structure of composition C32H52BrLiNOSi in a non-equilibrium geometry, with ωB97M-V/def2-TZVPD.

```
! RIJCOSX wB97M-V def2-TZVPD def2/J DEFGRID3
* xyz -1 1
Li 1.29 -1.61 0.59
C -1.86 -1.95 2.57
C -1.51 -2.42 1.20
O -0.56 -1.91 0.52
C -2.33 -3.47 0.55
C -1.87 -4.08 -0.62
C -2.53 -5.17 -1.17
C -3.67 -5.65 -0.56
C -4.13 -5.08 0.62
C -3.54 -3.92 1.11
H -1.07 -1.27 2.95
H -2.10 -2.83 3.19
H -2.81 -1.37 2.57
H -1.03 -3.65 -1.11
H -2.20 -5.57 -2.16
H -4.26 -6.43 -1.01
H -4.94 -5.54 1.10
H -4.09 -3.34 1.86
C -3.79 1.14 -1.11
C -3.49 2.57 -0.61
C -4.57 3.54 -1.08
C -3.42 2.46 0.96
Si -1.81 3.18 -1.38
Br -0.19 1.81 -0.44
C -1.59 2.79 -3.28
C -2.91 3.16 -4.04
C -0.39 3.59 -3.83
C -1.30 1.29 -3.47
C -1.24 4.85 -0.70
C -1.57 5.02 0.78
C -1.88 6.09 -1.39
C 0.32 5.00 -0.81
H -4.85 0.85 -0.89
H -3.10 0.38 -0.64
H -3.61 0.99 -2.19
H -5.57 3.27 -0.66
H -4.60 3.54 -2.18
H -4.35 4.55 -0.70
H -4.28 1.85 1.30
H -3.50 3.44 1.46
H -2.50 1.93 1.31
H -3.26 4.22 -3.84
H -3.71 2.41 -3.90
H -2.60 3.23 -5.14
H -0.50 4.67 -3.65
H -0.37 3.40 -4.90
H 0.59 3.25 -3.42
H -1.86 0.63 -2.82
H -0.23 1.02 -3.22
H -1.47 0.98 -4.54
H -2.63 5.16 1.00
H -1.09 5.97 1.16
H -1.20 4.17 1.41
H -2.97 6.05 -1.25
H -1.63 6.12 -2.48
H -1.47 7.01 -0.97
H 0.89 4.29 -0.15
H 0.53 6.01 -0.43
H 0.72 4.90 -1.84
C 5.01 -0.56 -0.71
C 5.20 -2.04 -0.69
C 4.17 -2.72 -1.65
C 5.15 -2.71 0.70
C 6.20 -3.59 0.94
C 6.31 -4.27 2.15
C 5.39 -3.98 3.14
C 4.44 -3.00 3.02
C 3.61 -2.55 4.18
C 2.43 -3.49 4.37
C 3.13 -1.11 4.05
C 4.08 -2.56 1.66
N 2.86 -2.30 1.34
H 5.12 -0.17 -1.70
H 5.61 -0.07 0.00
H 3.96 -0.30 -0.44
H 6.20 -2.25 -1.09
H 3.19 -2.58 -1.23
H 4.31 -3.79 -1.82
H 4.26 -2.25 -2.65
H 6.93 -3.72 0.14
H 6.98 -5.10 2.32
H 5.45 -4.49 4.08
H 4.30 -2.55 5.08
H 1.85 -3.37 3.43
H 1.75 -3.27 5.21
H 2.76 -4.56 4.42
H 2.05 -1.11 3.89
H 3.57 -0.54 3.25
H 3.37 -0.53 4.97
*
```

## Properties
relative energy (zero: lowest compared OMol25 entry of this formula, charge and spin): 29.1 kcal per mole
LUMO energy (spin up / spin down): 2.13 / 2.13 eV
orbital gap (spin up / spin down): 5.96 / 3.79 eV
HOMO energy (spin up / spin down): -3.8276 / -1.6594 eV



Computed, not measured: a structure of composition C32H52N7O4ReS2SbSi, with ωB97M-V/def2-TZVPD.

```
! RIJCOSX wB97M-V def2-TZVPD def2/J DEFGRID3
* xyz 0 4
Re -0.96 0.41 0.32
S -1.10 1.90 2.08
C -2.73 1.83 2.70
C -3.04 2.79 3.71
N -3.30 3.57 4.51
C -3.64 0.96 2.23
S -3.24 -0.17 0.97
C -4.98 0.93 2.72
N -6.07 0.89 3.08
C -0.92 -1.33 -2.73
N -1.51 -1.57 -1.38
C -2.97 -1.80 -1.58
N -3.26 -2.87 -2.52
C -2.64 -2.56 -3.80
N -1.19 -2.39 -3.67
C -0.63 -3.64 -3.13
N -1.22 -3.97 -1.83
C -0.95 -2.88 -0.90
C -2.66 -4.11 -2.00
H 0.16 -1.24 -2.61
H -1.31 -0.39 -3.12
H -3.42 -0.88 -1.93
H -3.41 -2.06 -0.62
H -3.07 -1.63 -4.19
H -2.85 -3.36 -4.51
H 0.45 -3.52 -3.02
H -0.82 -4.45 -3.83
H 0.12 -2.77 -0.77
H -1.41 -3.11 0.06
H -3.12 -4.35 -1.04
H -2.86 -4.92 -2.70
O -1.17 -1.22 3.26
C -0.47 -1.73 2.41
O -0.18 -1.19 1.23
C 0.18 -3.06 2.64
C -0.21 -3.81 3.74
C 0.36 -5.05 3.99
C 1.33 -5.56 3.13
C 1.71 -4.79 2.04
C 1.16 -3.55 1.78
N 2.73 -5.31 1.11
O 3.19 -6.41 1.33
O 3.05 -4.60 0.17
H -0.96 -3.40 4.40
H 0.06 -5.63 4.85
H 1.79 -6.52 3.29
H 1.50 -2.98 0.94
C 2.13 2.37 3.13
C 2.41 1.26 2.09
C 2.01 -0.04 2.80
C 3.93 1.20 1.91
Si 1.51 1.55 0.36
C 1.65 3.46 -0.05
C 1.44 3.72 -1.54
C 0.60 4.31 0.69
C 3.03 4.05 0.28
C 2.44 0.61 -1.08
C 3.89 1.04 -1.37
C 2.47 -0.89 -0.75
C 1.69 0.78 -2.41
H 2.65 2.11 4.05
H 1.07 2.47 3.37
H 2.50 3.35 2.83
H 2.61 -0.15 3.70
H 2.18 -0.93 2.18
H 0.96 -0.03 3.10
H 4.40 1.13 2.90
H 4.35 2.08 1.42
H 4.24 0.31 1.35
H 0.58 3.19 -1.94
H 2.31 3.44 -2.13
H 1.28 4.79 -1.71
H -0.42 4.08 0.36
H 0.78 5.37 0.47
H 0.62 4.19 1.77
H 3.85 3.47 -0.15
H 3.22 4.16 1.34
H 3.09 5.06 -0.16
H 4.55 0.92 -0.51
H 3.95 2.08 -1.70
H 4.28 0.43 -2.18
H 3.04 -1.11 0.15
H 2.92 -1.45 -1.57
H 1.46 -1.27 -0.59
H 1.94 1.71 -2.91
H 0.60 0.77 -2.28
H 1.95 -0.03 -3.09
C -1.70 3.33 -2.95
Sb -2.31 2.22 -1.23
C -3.23 3.79 -0.13
C -4.11 1.53 -2.15
H -2.62 3.58 -3.49
H -1.04 2.75 -3.60
H -1.20 4.25 -2.65
H -3.50 4.57 -0.84
H -2.56 4.19 0.62
H -4.12 3.40 0.35
H -4.67 2.42 -2.42
H -4.69 0.93 -1.45
H -3.90 0.97 -3.06
*
```

## Properties
relative energy (zero: lowest compared OMol25 entry of this formula, charge and spin): 0.0 kcal per mole
LUMO energy (spin up / spin down): -0.61 / -1.66 eV
orbital gap (spin up / spin down): 7.22 / 6.84 eV
HOMO energy (spin up / spin down): -7.8281 / -8.5040 eV



Computed, not measured: a structure of composition C32H52N7O9P3Ti, with ωB97M-V/def2-TZVPD.

```
! RIJCOSX wB97M-V def2-TZVPD def2/J DEFGRID3
* xyz 0 1
Ti -0.72 -0.40 0.30
O -7.06 2.11 -0.21
C -6.64 1.15 -0.87
O -7.08 0.58 -1.88
C -5.28 0.59 -0.38
C -4.74 -0.56 -0.97
C -3.49 -0.99 -0.60
N -2.74 -0.30 0.30
C -3.30 0.73 0.98
C -4.57 1.20 0.63
C -2.46 1.23 2.04
C -2.82 2.27 2.91
C -1.96 2.64 3.92
C -0.74 1.96 4.06
C -0.44 0.98 3.16
N -1.26 0.59 2.16
C -2.79 -2.15 -1.11
C -3.34 -3.10 -1.97
C -2.57 -4.16 -2.40
C -1.25 -4.25 -1.95
C -0.77 -3.29 -1.10
N -1.52 -2.26 -0.66
H -5.34 -1.05 -1.73
H -5.03 2.05 1.12
H -3.77 2.77 2.78
H -2.23 3.43 4.60
H -0.04 2.22 4.84
H 0.51 0.45 3.20
H -4.37 -2.99 -2.30
H -2.98 -4.90 -3.07
H -0.61 -5.06 -2.27
H 0.25 -3.31 -0.74
C 1.21 -4.91 1.80
N 2.15 -3.78 1.77
C 3.49 -4.15 2.20
P 1.50 -2.33 2.20
O 0.31 -2.03 1.37
O 2.75 -1.35 1.97
P 2.76 0.01 1.05
O 1.39 0.39 0.67
N 3.69 -0.33 -0.25
C 3.08 -1.16 -1.30
C 5.14 -0.40 -0.16
N 3.54 1.06 2.02
C 4.57 0.65 2.96
C 2.95 2.38 2.28
N 1.14 -2.20 3.79
C -0.24 -2.17 4.27
C 2.16 -2.16 4.81
H 1.57 -5.68 1.12
H 0.23 -4.58 1.48
H 1.14 -5.34 2.81
H 3.86 -4.96 1.57
H 3.51 -4.51 3.24
H 4.17 -3.31 2.10
H 2.03 -0.90 -1.42
H 3.18 -2.23 -1.08
H 3.59 -0.95 -2.24
H 5.52 0.41 0.46
H 5.56 -0.28 -1.16
H 5.49 -1.36 0.25
H 4.92 -0.35 2.74
H 4.19 0.67 3.99
H 5.42 1.33 2.90
H 2.11 2.55 1.62
H 3.70 3.16 2.12
H 2.60 2.44 3.32
H -0.93 -2.12 3.43
H -0.40 -1.28 4.88
H -0.46 -3.06 4.87
H 3.15 -2.23 4.37
H 2.04 -3.00 5.52
H 2.10 -1.23 5.38
C 1.61 3.62 -0.89
C 0.94 3.47 -2.25
C -0.33 4.29 -2.33
C 1.90 3.84 -3.38
O 0.67 2.05 -2.46
P -0.54 1.25 -1.83
O -0.19 -0.23 -1.81
O -0.83 1.65 -0.40
O -1.81 1.57 -2.69
C -2.15 1.15 -4.05
C -2.51 -0.33 -4.05
C -3.36 2.00 -4.40
C -0.99 1.42 -4.99
H 1.93 4.66 -0.74
H 2.49 2.97 -0.84
H 0.91 3.34 -0.11
H -0.08 5.35 -2.21
H -1.03 4.01 -1.54
H -0.83 4.17 -3.29
H 2.19 4.89 -3.29
H 1.42 3.68 -4.34
H 2.80 3.22 -3.32
H -3.38 -0.50 -3.41
H -1.68 -0.93 -3.69
H -2.76 -0.64 -5.06
H -4.17 1.82 -3.69
H -3.72 1.75 -5.40
H -3.10 3.06 -4.38
H -0.12 0.82 -4.73
H -0.70 2.48 -4.96
H -1.29 1.18 -6.01
*
```

## Properties
LUMO energy (spin up / spin down): -0.22 / -0.21 eV
orbital gap (spin up / spin down): 5.10 / 5.09 eV
HOMO energy (spin up / spin down): -5.3185 / -5.3096 eV